Molecular formula: C2H4OS
Method: DFT, wB97M-V/def2-TZVPD

Last column: Mulliken charge in e.
Geometry (Å):
1 C -1.647879 0.796278 0.293589  -0.066
2 C 2.151806 1.675833 -0.235878  -0.336
3 O -1.045477 -0.032388 -0.371399  -0.411
4 S 1.864794 0.068881 0.059409  -0.050
5 H -2.411563 1.363967 -0.251814  0.240
6 H 2.824393 2.184205 0.620600  0.153
7 H -1.424439 0.988250 1.351077  0.242
8 H 1.089398 0.082144 -1.099571  0.229

Cartesian forces, eV/Å:
C 0.72 -1.12 -1.83
C 1.52 1.43 1.88
O -0.74 0.72 1.25
S -0.49 1.16 -1.57
H -0.26 0.38 0.53
H -1.24 -1.47 -1.41
H -0.06 0.00 0.04
H 0.54 -1.09 1.11

Calculated values
- E_HOMO: -8.46 eV
- Net charge: 0
- Maximum force: 2.811 eV Å⁻¹
- DFT total energy: -15017.13350 eV
- Energy relative to the best compared isomer or geometry (same formula, charge and spin): 417.98 kJ/mol
- Frontier orbital gap: 8.5 eV

Molecular formula: C2H4OS
Method: DFT, wB97M-V/def2-TZVPD

Last column: Mulliken charge in e.
Geometry (Å):
1 C 1.406012 0.295693 -0.952395  -0.912
2 C 0.047435 -0.006687 -0.310941  0.356
3 H 1.439514 0.139336 -1.984685  0.374
4 H 1.592992 1.370622 -0.877145  0.289
5 H 2.177733 -0.296691 -0.518507  0.245
6 H -0.804665 -0.641224 -1.842936  0.310
7 O -0.800855 -0.813625 -0.936020  -0.385
8 S -0.419964 0.262682 1.268216  -0.279

Cartesian forces, eV/Å:
C -1.60 1.52 0.86
C 0.18 -0.53 2.84
H -0.34 -0.70 -1.80
H 0.28 -0.22 0.57
H 0.49 -0.26 0.66
H 0.21 0.07 -2.69
O -0.39 -0.33 0.90
S 1.17 0.46 -1.35

Calculated values
- E_HOMO: -8.60 eV
- SMILES: CC(O)=S
- Net charge: 0
- Maximum force: 2.895 eV Å⁻¹
- DFT total energy: -15020.65024 eV
- Energy relative to the best compared isomer or geometry (same formula, charge and spin): 78.67 kJ/mol
- Frontier orbital gap: 8.9 eV

Molecular formula: C2H4OS
Method: DFT, wB97M-V/def2-TZVPD

Last column: Mulliken charge in e.
Geometry (Å):
1 C -0.856321 -0.281077 0.119715  -0.770
2 C 0.181822 0.876354 0.198352  0.673
3 H -0.205958 -0.883460 -0.614732  0.153
4 H -1.288569 -0.938097 1.116281  0.212
5 H -1.843756 -0.172997 -0.352094  0.281
6 H 2.204163 -1.066413 -0.651985  0.148
7 O -0.038898 2.019362 0.013275  -0.424
8 S 1.847516 0.446328 0.171190  -0.272

Cartesian forces, eV/Å:
C -0.10 -2.67 1.00
C -2.70 -2.22 -0.95
H -1.54 -0.22 1.34
H 2.33 1.87 -2.47
H 0.61 1.20 -0.20
H -1.39 3.24 2.05
O -0.66 2.03 0.56
S 3.45 -3.23 -1.34

Calculated values
- E_HOMO: -9.87 eV
- Net charge: 0
- Maximum force: 4.909 eV Å⁻¹
- DFT total energy: -15018.76199 eV
- Energy relative to the best compared isomer or geometry (same formula, charge and spin): 260.86 kJ/mol
- Frontier orbital gap: 9.3 eV